28
Properties=species:S:1:pos:R:3 method="wB97M-V/def2-TZVPD" e_lumo_ha="0.19433 / 0.19437" spin_multiplicity=4 charge=-2
Cr 21.71340 -9.73578 3.49221
C 21.47388 -6.63277 2.88354
O 21.07842 -7.87014 3.28691
H 22.15040 -6.11527 3.60599
H 22.13729 -6.59421 1.98587
H 20.59946 -5.99333 2.68041
C 25.15219 -9.43687 1.29743
C 23.87240 -9.48716 2.09290
O 22.80581 -9.84411 1.55122
O 23.83270 -9.22434 3.33062
H 26.03148 -9.48575 1.93282
H 25.12616 -8.48398 0.76296
H 25.12440 -10.26013 0.58767
O 17.99844 -10.75448 2.48069
C 19.31918 -10.55961 2.75056
O 19.75137 -10.53105 3.93516
O 20.09592 -10.20685 1.83388
H 18.03290 -10.76687 1.51428
O 23.51019 -13.04224 4.90625
C 22.67136 -12.87830 3.80027
O 22.54292 -13.84354 3.03461
O 22.18599 -11.74036 3.73478
H 23.74010 -13.97618 4.93338
O 21.42892 -7.29140 6.11443
C 21.82357 -8.58183 6.42564
O 21.84061 -9.33100 5.40059
O 22.16746 -8.87900 7.56073
H 21.22604 -7.40634 5.15938


93
Properties=species:S:1:pos:R:3 method="wB97M-V/def2-TZVPD" e_lumo_ha=0.02457
C -5.38479 -3.14242 3.46495
C -5.04514 -3.14271 1.99775
C -4.05268 -4.24706 1.65462
C -3.07959 -3.80534 0.55230
C -2.48746 -5.02617 -0.11079
C -1.68259 -4.75889 -1.38327
C -2.39806 -3.88970 -2.41024
C -1.45758 -2.83598 -2.98542
C -2.00605 -2.19731 -4.25736
C -3.49940 -1.99139 -4.17574
C -3.85929 -1.04072 -3.06221
C -3.62300 0.40690 -3.41415
C -3.75911 1.31737 -2.21705
C -2.62908 1.13498 -1.20266
C -1.46148 2.05629 -1.58193
C -0.22371 1.37630 -2.20507
C 1.03339 2.17254 -1.82154
C 1.99321 1.50605 -0.86975
C 1.51449 1.33216 0.54694
C 1.52061 2.66311 1.28041
C 2.90132 2.88794 1.88777
C 3.31995 4.35211 1.89713
C 4.28469 4.62158 3.06582
C 5.62994 5.02404 2.58393
F 6.05891 4.29399 1.58066
F 5.47773 6.25966 2.08311
C 6.69298 5.19079 3.69683
F 6.12818 5.72395 4.72023
F 7.59226 6.01344 3.27370
S 7.60702 3.61226 4.18825
F 6.44339 2.70963 3.69118
F 6.92447 3.62323 5.59807
F 8.74494 4.46514 4.80542
F 8.32031 3.56521 2.83842
F 8.36836 2.34229 4.60840
O 0.27231 0.65202 0.65727
C 0.35673 -0.60968 1.24687
C 0.67266 -1.71410 0.29345
O 1.99685 -1.65653 -0.17976
C 2.15377 -2.12877 -1.48837
H -6.17525 -2.42988 3.63664
H -4.55574 -2.83074 4.06949
H -5.73780 -4.09730 3.81533
H -5.93267 -3.27183 1.40533
H -4.56346 -2.20959 1.77570
H -3.50615 -4.53272 2.53450
H -4.55053 -5.13075 1.29515
H -3.65860 -3.18995 -0.11385
H -2.32999 -3.22834 1.05588
H -3.24825 -5.76372 -0.30412
H -1.80785 -5.46599 0.60005
H -1.49220 -5.70864 -1.84662
H -0.71864 -4.36892 -1.09882
H -2.67308 -4.51131 -3.24441
H -3.30221 -3.46357 -2.02920
H -1.27982 -2.04046 -2.28067
H -0.51551 -3.32505 -3.17474
H -1.77796 -2.76709 -5.14205
H -1.54169 -1.23510 -4.37453
H -3.80092 -1.56499 -5.11744
H -3.99591 -2.93908 -4.09018
H -4.91817 -1.14432 -2.87780
H -3.39051 -1.33216 -2.14506
H -4.35996 0.70890 -4.13976
H -2.63404 0.51127 -3.82178
H -4.71540 1.10880 -1.76510
H -3.80573 2.34494 -2.51280
H -2.30242 0.11505 -1.12230
H -3.01443 1.44434 -0.24860
H -1.10298 2.50821 -0.67708
H -1.76954 2.85702 -2.23372
H -0.21611 0.38839 -1.79317
H -0.33491 1.29442 -3.26924
H 1.59014 2.33986 -2.72867
H 0.74206 3.14883 -1.49248
H 2.86039 2.14445 -0.81296
H 2.35162 0.58393 -1.26251
H 2.25424 0.72722 1.04007
H 1.30300 3.48175 0.62123
H 0.78080 2.65881 2.05817
H 3.59086 2.36779 1.24294
H 2.96691 2.41531 2.85031
H 2.44241 4.93513 2.08484
H 3.78509 4.62521 0.97670
H 4.32730 3.80290 3.75731
H 3.89928 5.46113 3.60629
H 0.99885 -0.63776 2.11684
H -0.63435 -0.83851 1.60470
H -0.04879 -1.64341 -0.50458
H 0.53382 -2.64762 0.82472
H 3.00603 -2.77680 -1.55610
H 2.32576 -1.32981 -2.19359
H 1.29353 -2.66447 -1.84639


56
Properties=species:S:1:pos:R:3 method="wB97M-V/def2-TZVPD" e_lumo_ha="-0.43221 / -0.43219" charge=+3
Os 0.00765 -1.81273 0.54189
N 3.25731 -4.60739 1.38552
C 2.21247 -3.96547 0.88706
S 1.35294 -2.83125 1.98493
N 1.80685 -4.15600 -0.33237
N 0.65058 -3.47267 -0.58776
C -0.08261 -3.86876 -1.56088
C -1.36064 -3.18819 -1.68191
C -2.34030 -3.53814 -2.58943
C -3.57891 -2.91469 -2.51564
C -3.79945 -1.97067 -1.52368
C -2.77766 -1.65960 -0.64719
N -1.57147 -2.24377 -0.72971
H 3.54788 -4.49203 2.34243
H 3.70887 -5.32369 0.83331
H 0.20916 -4.71122 -2.17723
H -2.13760 -4.30314 -3.32687
H -4.36524 -3.17622 -3.21120
H -4.75669 -1.47959 -1.41834
H -2.90833 -0.92875 0.13913
O 0.57978 4.52143 2.97382
N -0.04764 4.62679 1.94322
O -0.74105 5.53772 1.58146
C -0.00582 3.42689 1.03942
C 1.29298 3.01100 -0.73963
C 1.51611 1.66118 -1.41774
C 2.67753 1.27809 -2.07117
C 2.95682 -0.08695 -2.18687
C 2.15710 -1.01548 -1.54872
N 1.00431 -0.64968 -0.94392
C 0.66052 0.63910 -1.02016
C -0.24815 1.01831 1.05622
N -0.60746 -0.29135 1.58460
C -1.52367 -0.26862 2.62258
C -2.04478 0.87268 3.13156
C -1.66321 2.20330 2.67057
C -0.81421 2.28107 1.64928
H 2.02774 3.73556 -1.08460
H 3.39001 2.01085 -2.43235
H 3.85079 -0.42427 -2.69235
H 2.43422 -2.05909 -1.48944
H -1.82346 -1.23251 3.01486
H -2.75903 0.78957 3.93932
H -2.05672 3.07792 3.17529
Se 3.27007 2.21750 2.48430
N 2.59375 3.34748 1.43302
C 1.44610 2.79252 0.82961
C -0.11115 3.69269 -0.49428
C -1.30962 3.09520 -1.14399
C -1.48805 1.78891 -1.03983
N -0.50839 0.98448 -0.36051
C 1.20446 1.41227 1.34595
N 2.00861 0.90159 2.19400
H -0.04573 4.76334 -0.67774
H -2.02042 3.72379 -1.66405
H -2.32713 1.26068 -1.47378